No. 1
{"formula": "C6H9NO2", "method": "ωB97M-V/def2-TZVPD", "species": ["C", "C", "C", "C", "C", "C", "N", "O", "O", "H", "H", "H", "H", "H", "H", "H", "H", "H"], "coordinates": [[2.212661, 1.307847, 0.288403], [1.805080, -1.028445, 0.533951], [-0.421398, 0.167014, -1.897255], [-1.723066, 0.374341, 1.455119], [2.208535, 0.001361, -0.220536], [-0.797014, 0.606722, -0.705638], [2.207022, 2.381289, 0.696760], [1.745109, -2.305938, 0.158657], [-1.339301, -0.204387, 0.230196], [1.484382, -0.884107, 1.555967], [1.992738, -2.403762, -0.771729], [-0.004360, 0.840606, -2.620280], [-0.534179, -0.865801, -2.173801], [-1.053591, 0.034473, 2.251377], [-2.738265, 0.044326, 1.682563], [-1.698705, 1.466202, 1.415837], [2.539682, -0.122567, -1.241961], [-0.685546, 1.651716, -0.431085]], "forces_ev_per_a": [[0.25, -3.17, -1.59], [-2.57, -4.63, 5.55], [0.03, -0.21, -0.04], [-0.09, 0.12, 0.44], [2.27, 6.46, -3.86], [-0.14, 0.05, 0.20], [-0.10, 2.20, 0.93], [0.19, -0.73, -0.97], [0.08, -0.03, -0.52], [0.04, -0.08, -0.09], [-0.05, -0.04, 0.09], [0.07, 0.24, -0.08], [-0.08, -0.26, -0.03], [-0.04, 0.04, -0.08], [0.07, 0.05, 0.00], [-0.01, -0.05, -0.02], [0.07, 0.06, -0.04], [-0.02, 0.00, 0.11]], "lowdin_spin": [0.13, 0.63, 0.03, 0.00, 0.58, 0.02, 0.28, 0.26, 0.01, 0.03, 0.00, 0.00, 0.00, 0.00, 0.00, 0.00, 0.02, 0.00], "spin_multiplicity": 3, "relative_energy_kcal_mol": 30.2, "s2": 2.016}

=====

No. 2
{"formula": "C6H9NO3", "method": "ωB97M-V/def2-TZVPD", "species": ["C", "C", "C", "C", "C", "C", "N", "O", "O", "O", "H", "H", "H", "H", "H", "H", "H", "H", "H"], "coordinates": [[-2.750544, 1.423291, 0.825649], [-3.435755, 0.407167, 0.332700], [-0.520258, -1.790756, -0.577259], [0.869461, -1.473554, -0.266465], [2.559576, 0.928335, -0.620255], [2.088406, 0.286671, 0.664827], [-2.662469, -1.200151, -0.300342], [1.840568, -2.083467, -0.646510], [0.840490, -0.327197, 0.449040], [-1.413759, -1.096924, -0.009598], [-3.238462, 2.326245, 1.034706], [-1.692813, 1.408984, 0.475992], [-4.466433, 0.362667, 0.224471], [-0.872052, -2.697629, -1.145643], [2.357015, 0.159475, -1.429888], [2.007688, 1.830208, -0.876698], [3.649161, 1.134434, -0.543056], [1.835053, 0.891081, 1.478698], [3.005128, -0.488884, 0.929634]], "forces_ev_per_a": [[1.67, -1.94, -2.68], [2.90, -2.82, -0.31], [0.92, -3.53, -1.38], [-1.00, 0.11, -0.14], [0.22, -0.48, -0.71], [2.96, -2.33, -0.56], [-3.01, 3.30, 1.04], [-0.25, 0.24, 0.26], [0.46, -1.02, -0.15], [-0.58, 2.59, 0.83], [-0.52, 1.11, 0.59], [-0.41, 0.22, 1.29], [-1.72, -0.67, -0.09], [0.70, 1.15, 0.45], [0.64, 1.05, 0.80], [0.04, 0.12, 0.04], [-0.74, -0.02, -0.31], [0.48, 1.35, 1.21], [-2.74, 1.57, -0.18]], "lowdin_charge": [-0.03, -0.02, -0.03, -0.49, -0.07, -0.24, 0.11, 0.11, -0.03, -0.13, 0.04, 0.07, 0.04, 0.16, 0.10, 0.07, 0.09, 0.10, 0.18], "spin_multiplicity": 1, "relative_energy_kcal_mol": 168.1}

=====

No. 3
{"formula": "C6H9NO3S", "method": "ωB97M-V/def2-TZVPD", "species": ["C", "C", "C", "C", "C", "C", "N", "O", "O", "O", "S", "H", "H", "H", "H", "H", "H", "H", "H", "H"], "coordinates": [[-0.616314, 1.021175, -0.221541], [1.336701, -0.054548, 0.439242], [-3.193324, -0.125108, 0.911793], [-0.902762, -1.342731, 0.161931], [-0.148989, -0.123543, 0.675295], [3.073430, -0.210394, -1.074845], [-0.022132, 2.150125, -0.127031], [2.190063, 0.174649, 1.241069], [-1.554132, 0.712984, -1.090285], [1.671032, -0.242724, -0.847856], [-2.554952, -0.666668, -0.445812], [-4.293848, 0.137952, 0.860088], [-2.675029, -0.227296, 1.941185], [-0.611841, -1.590411, -0.846134], [-1.203303, -2.169488, 0.683932], [-0.335428, 0.178423, 1.791852], [3.364774, 0.927636, -0.977868], [3.141200, -0.618194, -2.038636], [3.543751, -0.751731, -0.209846], [-0.208902, 2.819893, -0.826527]], "forces_ev_per_a": [[0.62, 2.38, -0.09], [0.95, -0.47, -0.51], [-1.77, -0.73, 2.08], [-1.03, 2.52, -2.53], [-0.74, 0.70, 1.77], [0.15, 2.54, 2.45], [0.42, -2.03, 1.19], [-0.21, 0.09, 1.28], [-0.15, -0.26, -0.87], [-1.25, -0.60, 0.10], [0.86, 0.69, 1.15], [1.60, -0.31, 0.23], [-0.89, 0.53, -2.06], [1.16, -0.56, -0.03], [0.01, -1.94, 1.88], [0.32, -0.85, -2.13], [-0.08, -2.30, -0.51], [0.84, -0.46, -1.17], [0.06, 0.34, -1.33], [-0.87, 0.72, -0.90]], "lowdin_charge": [-0.55, -0.52, -0.38, -0.21, -0.17, -0.04, 0.19, 0.12, -0.24, -0.06, 1.05, 0.03, 0.07, 0.08, 0.06, 0.19, 0.14, 0.07, 0.11, 0.05], "spin_multiplicity": 1, "relative_energy_kcal_mol": 76.8}

=====

No. 4
{"formula": "C6H9NO6", "method": "ωB97M-V/def2-TZVPD", "species": ["C", "C", "C", "C", "C", "C", "N", "O", "O", "O", "O", "O", "O", "H", "H", "H", "H", "H", "H", "H", "H", "H"], "coordinates": [[0.069224, -0.422861, 0.013794], [-1.300158, -0.770776, -0.084322], [1.322421, -1.029915, 0.028143], [-2.777948, -2.581518, 0.100838], [3.645284, -0.983747, -0.028495], [-0.971312, 3.696301, -0.040777], [0.144507, 1.659041, -0.056516], [-2.231490, -0.021179, -0.285324], [1.325428, -2.242453, 0.176933], [1.163239, 2.260284, 0.091480], [-1.443181, -2.105090, 0.115415], [2.418474, -0.271461, -0.099661], [-0.996418, 2.274721, -0.131165], [-3.344145, -2.114449, -0.707892], [-3.270406, -2.361586, 1.051857], [-2.709009, -3.656984, -0.046255], [4.426212, -0.256418, -0.234456], [3.665724, -1.789322, -0.766316], [3.778642, -1.416580, 0.965422], [-0.367186, 4.010907, 0.814838], [-2.006567, 4.002239, 0.074378], [-0.541344, 4.120839, -0.951912]], "forces_ev_per_a": [[-0.42, 1.90, 0.14], [-0.50, -0.09, 0.06], [0.58, -0.47, 0.09], [-0.43, 0.07, -0.10], [0.26, -0.37, 0.02], [0.51, 0.83, 0.11], [1.87, -2.41, 0.21], [-0.07, -0.06, -0.02], [0.25, 0.39, -0.10], [-1.48, -0.12, -0.24], [0.43, 0.26, -0.05], [-0.34, 0.34, -0.06], [-0.53, 0.01, -0.06], [0.01, -0.12, 0.10], [0.02, -0.02, -0.09], [0.00, 0.06, 0.03], [-0.05, -0.02, 0.02], [0.04, 0.10, 0.08], [0.02, 0.04, -0.09], [-0.15, -0.04, -0.10], [0.04, -0.18, -0.02], [-0.05, -0.08, 0.10]], "lowdin_charge": [0.24, -0.54, -0.57, -0.05, -0.05, -0.01, -0.07, 0.07, 0.12, 0.12, -0.04, -0.05, -0.04, 0.09, 0.10, 0.09, 0.09, 0.10, 0.10, 0.10, 0.10, 0.10], "spin_multiplicity": 1, "relative_energy_kcal_mol": 34.9}

=====

No. 5
{"formula": "C6H9NOS2", "method": "ωB97M-V/def2-TZVPD", "species": ["C", "C", "C", "C", "C", "C", "N", "O", "S", "S", "H", "H", "H", "H", "H", "H", "H", "H", "H"], "coordinates": [[1.921577, -0.145589, 4.089621], [0.891674, 0.286880, 4.851887], [0.422235, -0.311478, 2.418253], [0.954496, -1.031389, -1.021470], [-0.714541, 0.741914, -2.077669], [-0.254272, -0.125033, -0.901196], [1.588592, -0.516930, 2.794595], [-0.948251, 1.742316, 3.426684], [-1.704119, -0.860730, -0.019846], [-0.674235, 0.347998, 3.782972], [2.928396, -0.367230, 4.490832], [0.852918, 0.754559, 5.768632], [0.812449, -2.105290, -1.557321], [1.780101, -0.505262, -1.544224], [1.087991, -1.297763, 0.059497], [-1.462614, 1.469174, -1.683222], [-1.213101, 0.066522, -2.861269], [0.078132, 1.146202, -2.731201], [0.045372, 0.515446, -0.189895]], "forces_ev_per_a": [[-0.45, -0.10, 2.76], [-0.21, -0.40, -3.52], [1.72, -0.47, 0.11], [-0.49, -2.92, -0.39], [-1.11, -1.60, -1.59], [-1.77, -1.63, -2.48], [-1.31, -0.25, -1.74], [-0.35, 0.53, 0.11], [0.70, 0.08, -0.56], [1.15, -0.28, 0.95], [-0.61, 0.43, -0.58], [0.10, 0.56, 1.97], [0.00, 2.65, 0.94], [-0.29, -0.36, 0.73], [0.96, 0.12, -1.09], [0.76, -0.32, -0.73], [0.13, 0.85, 1.24], [0.03, 0.42, 0.97], [1.03, 2.68, 2.91]], "lowdin_spin": [0.05, 0.01, 0.47, 0.01, 0.01, 0.10, 0.19, 0.09, 0.89, 0.15, 0.00, 0.00, 0.00, 0.00, 0.00, 0.00, 0.00, 0.00, 0.03], "spin_multiplicity": 3, "total_energy_ev": -31569.155, "s2": 2.012}

=====

No. 6
{"formula": "C6H9NS", "method": "ωB97M-V/def2-TZVPD", "species": ["C", "C", "C", "C", "C", "C", "N", "S", "H", "H", "H", "H", "H", "H", "H", "H", "H"], "coordinates": [[1.216136, 1.951169, 0.111919], [-2.487667, -1.342570, -0.026394], [-1.129850, -1.545666, -0.582525], [2.515474, -0.022951, 0.511316], [-0.043706, -1.127202, -0.029975], [0.204266, 2.623774, -0.337815], [2.148618, 1.307806, 0.630222], [1.546794, -1.030590, -0.808028], [-2.338693, -1.137369, 0.993111], [-2.906103, -0.422045, -0.508026], [-1.148668, -1.942631, -1.575963], [3.600377, 0.222772, 0.333130], [2.412843, -0.624077, 1.424017], [-0.065879, -0.825511, 0.942928], [-0.700446, 2.879711, 0.377952], [-3.129720, -2.183534, -0.198589], [0.306223, 3.218906, -1.257281]], "forces_ev_per_a": [[1.99, -2.26, 1.51], [0.27, 0.98, -0.93], [-1.71, -0.64, -1.73], [0.63, -1.20, -1.01], [2.35, -0.05, -1.12], [-2.01, 1.88, 0.79], [-3.27, 3.58, -0.22], [1.02, 0.37, 0.47], [-0.47, 0.23, 1.61], [0.04, -0.80, 0.35], [0.39, -0.11, -0.70], [-0.65, -2.03, -0.55], [0.05, 0.58, 0.00], [0.01, 1.14, 2.66], [1.99, -0.85, -1.65], [-0.46, -0.35, 0.05], [-0.16, -0.46, 0.47]], "lowdin_charge": [-0.21, -0.10, -0.27, -0.46, -0.49, -0.01, -0.01, 0.85, 0.05, 0.10, 0.10, 0.11, 0.08, 0.04, 0.11, 0.07, 0.06], "spin_multiplicity": 1, "relative_energy_kcal_mol": 73.6, "smiles": "C=C=NCS/C=C/C"}

=====

No. 7
{"formula": "C6H9NS", "method": "ωB97M-V/def2-TZVPD", "species": ["C", "C", "C", "C", "C", "C", "H", "H", "H", "H", "H", "H", "H", "H", "H", "N", "S"], "coordinates": [[-0.138379, 0.668788, -0.198043], [0.615300, -0.256189, -1.183374], [0.910601, -0.956844, 0.184396], [0.885927, 0.352758, 0.929798], [-0.625467, -1.561788, 0.448258], [-1.311028, -0.226958, 0.120076], [0.429259, 2.576997, -0.082481], [-0.925972, 2.394085, -1.054173], [0.089645, -1.076551, -1.787433], [1.512200, 0.281150, -1.740641], [1.667269, -1.776247, 0.509809], [0.348675, 0.370470, 1.884950], [1.802317, 0.980931, 0.773406], [-1.075188, -2.611732, 0.243805], [-2.225227, -0.418036, -0.589411], [-0.440512, 2.083402, -0.173495], [-1.519418, -0.824236, 1.714553]], "forces_ev_per_a": [[-0.79, 1.46, 1.11], [2.30, -0.89, -1.01], [0.65, -3.84, 1.65], [-0.50, 0.39, -1.46], [1.34, -0.26, -0.95], [-2.61, -2.07, -2.45], [0.18, 0.43, -0.18], [0.69, -0.23, 1.26], [0.40, 1.98, 0.05], [-1.72, -1.35, 1.17], [-0.87, 1.47, -1.28], [1.09, 0.24, 0.12], [-0.80, -0.68, 0.44], [1.43, 2.02, -0.48], [1.84, 1.20, 1.24], [-1.02, -0.12, -2.28], [-1.60, 0.26, 3.06]], "lowdin_charge": [-0.57, -0.07, -0.27, -0.14, -0.49, -0.54, 0.06, 0.10, 0.13, 0.15, 0.15, 0.06, 0.14, 0.13, 0.15, 0.09, 0.92], "spin_multiplicity": 1, "relative_energy_kcal_mol": 78.8}

=====

No. 8
{"formula": "C6H9O2PS", "method": "ωB97M-V/def2-TZVPD", "species": ["C", "C", "C", "C", "C", "C", "O", "O", "P", "S", "H", "H", "H", "H", "H", "H", "H", "H", "H"], "coordinates": [[-1.689334, -1.514843, -1.299837], [-1.461789, -0.536667, -0.658230], [-0.419236, 0.883160, 1.126985], [-0.927558, 1.817810, -1.084879], [-1.393568, 0.793565, 0.012332], [1.744885, -1.921965, 0.948784], [2.739516, 0.805560, 0.009632], [1.149518, -1.274864, -0.175760], [1.377798, 0.377963, -0.231412], [0.509996, 1.157528, -1.940245], [-1.799784, -2.362279, -1.890591], [-0.174608, 1.908720, 1.356150], [-0.428418, 0.062785, 1.922595], [-1.754428, 2.053466, -1.682521], [-0.572824, 2.622868, -0.577770], [-2.457108, 1.085494, 0.474926], [1.798365, -1.131824, 1.732711], [2.708081, -2.118054, 0.668554], [1.050496, -2.708421, 1.288577]], "forces_ev_per_a": [[0.04, 0.30, 0.23], [-1.22, 1.09, 0.94], [3.53, -2.13, -1.21], [-0.50, -2.90, 1.10], [-2.03, 0.10, -0.01], [-2.58, 2.28, 1.29], [1.27, 0.34, 0.35], [0.00, 1.83, -1.20], [-3.54, -1.67, 2.21], [0.29, -0.20, -0.94], [-0.12, -0.89, -0.52], [-0.22, 0.04, 0.86], [0.00, 1.55, -1.07], [-0.75, 0.29, -1.41], [0.59, 2.76, 1.26], [1.93, -0.55, -1.39], [0.10, -0.83, 0.13], [2.42, -1.45, -0.28], [0.78, 0.03, -0.35]], "lowdin_charge": [0.13, -0.19, -0.10, -0.47, -0.47, -0.11, -0.34, -0.37, 0.47, 0.75, 0.02, 0.06, 0.11, 0.07, 0.02, 0.18, 0.08, 0.05, 0.10], "spin_multiplicity": 1, "relative_energy_kcal_mol": 0.0}

=====

No. 9
{"formula": "C6H9O3S", "method": "ωB97M-V/def2-TZVPD", "species": ["C", "C", "C", "C", "C", "C", "O", "O", "O", "S", "H", "H", "H", "H", "H", "H", "H", "H", "H"], "coordinates": [[0.041293, -2.881898, 0.251622], [-0.012150, -1.763679, -0.097795], [-1.829282, 0.873042, 0.779490], [-0.137870, 0.516680, -1.646693], [-0.344479, 0.596715, 0.927692], [0.230833, -0.037764, -0.256863], [2.816795, -0.370244, -1.074297], [2.180374, 1.525288, 0.412640], [2.174123, -0.830734, 1.259461], [2.094244, 0.072608, 0.092643], [0.285576, -3.909034, 0.406120], [-2.454536, 1.006755, 1.678203], [-2.079008, 1.783667, 0.194259], [-2.157993, 0.016104, 0.243479], [0.104386, 1.576804, -1.815990], [-1.235056, 0.556977, -1.792768], [0.305279, -0.129155, -2.396271], [0.172691, 1.542125, 1.146415], [-0.155221, -0.144257, 1.688653]], "forces_ev_per_a": [[0.30, -3.58, 0.44], [0.11, 7.30, -1.49], [-0.65, 0.80, 0.02], [-0.93, -0.15, 0.40], [-1.29, 1.37, 1.47], [1.53, -3.41, -1.52], [0.23, 0.05, -0.46], [0.75, -1.49, -0.57], [0.71, 1.14, -0.82], [-1.59, 0.45, 1.70], [-0.28, 0.15, 0.18], [0.65, -0.37, 0.08], [0.47, -0.52, -0.03], [-1.18, -0.68, -0.48], [0.72, -0.41, 0.42], [0.33, -0.57, 0.10], [0.09, 0.19, -0.24], [0.08, -0.58, -0.01], [-0.05, 0.31, 0.80]], "lowdin_charge": [0.04, -0.05, -0.11, -0.08, -0.30, -0.46, -0.36, -0.40, -0.38, 0.45, 0.01, 0.07, 0.08, 0.05, 0.09, 0.07, 0.07, 0.11, 0.11], "spin_multiplicity": 1, "total_charge": -1, "relative_energy_kcal_mol": 31.9, "smiles": "C#C[C@@](C)(CC)S(=O)(=O)[O-]"}

=====

No. 10
{"formula": "C6N4O", "method": "ωB97M-V/def2-TZVPD", "species": ["N", "N", "N", "N", "C", "C", "C", "C", "O", "C", "C"], "coordinates": [[2.549505, 0.337565, -1.679940], [1.103199, -2.645310, 0.901454], [-2.377707, -0.408420, 1.956171], [-0.400209, 3.072662, -0.155009], [1.596215, -0.015325, -1.110372], [0.887709, -1.585054, 0.472558], [-1.729475, -0.095130, 1.058128], [-0.674217, 1.878474, -0.129742], [-0.663752, -0.514671, -1.029411], [0.486669, -0.413673, -0.291048], [-0.777935, 0.388882, 0.007210]], "forces_ev_per_a": [[-1.92, -0.81, 0.94], [-0.20, 2.03, -0.55], [0.21, 0.06, -0.62], [-1.90, -7.63, 0.13], [2.71, 2.16, -0.85], [-0.37, -2.34, 0.99], [0.94, 0.71, 0.13], [1.68, 6.12, -0.43], [-1.75, -0.08, -1.66], [0.58, -0.86, 0.46], [0.03, 0.63, 1.46]], "lowdin_charge": [0.23, 0.23, 0.22, 0.20, -0.10, -0.09, -0.09, -0.05, 0.12, -0.37, -0.31], "spin_multiplicity": 1, "relative_energy_kcal_mol": 3.5, "smiles": "N#CC1(C#N)OC1(C#N)C#N"}